Model w:
C18H52N4O6 | ωB97M-V/def2-TZVPD

Each line ends with the Mulliken charge.
Positions of all 80 atoms, in Å:
C1 4.69 -0.56 -4.72  -1.481
C2 5.06 -0.08 -3.31  0.579
C3 4.61 -1.11 -2.30  -0.387
O1 4.97 -0.81 -0.98  -0.329
C4 4.68 -1.87 -0.10  -0.708
N1 6.46 0.26 -3.29  -0.710
H1 5.15 -1.52 -4.93  0.430
H2 5.09 0.16 -5.44  0.425
H3 3.64 -0.67 -4.83  0.261
H4 4.52 0.81 -3.14  0.129
H5 5.07 -2.09 -2.46  0.500
H6 3.49 -1.22 -2.37  -0.096
H7 3.60 -2.12 0.06  0.138
H8 5.08 -1.58 0.86  0.281
H9 5.11 -2.77 -0.49  0.422
H10 6.89 0.08 -2.39  0.273
H11 6.98 -0.31 -3.95  0.271
C5 -6.29 0.14 1.10  -1.580
C6 -5.38 0.07 2.33  0.998
C7 -6.21 0.03 3.60  -1.016
O2 -5.37 -0.08 4.73  -0.230
C8 -6.11 -0.13 5.89  -0.705
N2 -4.57 -1.22 2.22  -0.688
H12 -6.56 -0.87 0.93  0.454
H13 -5.71 0.55 0.32  0.308
H14 -7.10 0.85 1.33  0.376
H15 -4.79 1.02 2.37  0.116
H16 -6.91 -0.79 3.51  0.424
H17 -6.81 0.96 3.73  0.393
H18 -5.43 -0.20 6.80  0.217
H19 -6.85 -1.00 5.89  0.283
H20 -6.67 0.85 6.00  0.281
H21 -4.07 -1.29 1.38  0.174
H22 -4.06 -1.52 3.05  0.226
C9 0.23 2.58 3.58  -1.612
C10 0.50 1.49 2.51  0.803
C11 1.96 0.90 2.64  -0.197
O3 2.71 2.02 2.35  -0.312
C12 4.03 1.95 2.23  -0.661
N3 -0.58 0.53 2.47  -0.246
H23 -0.80 2.98 3.46  0.354
H24 1.00 3.34 3.60  0.357
H25 0.29 2.10 4.59  0.373
H26 0.47 2.13 1.58  -0.160
H27 2.20 0.15 1.81  -0.025
H28 2.24 0.39 3.58  0.393
H29 4.37 2.86 1.79  0.275
H30 4.40 1.06 1.63  0.099
H31 4.49 1.84 3.18  0.358
H32 -0.70 0.01 3.29  0.263
H33 -0.46 -0.18 1.77  0.007
C13 -1.03 -0.48 -5.16  -1.409
C14 -0.03 -0.84 -4.16  0.520
C15 0.38 0.37 -3.38  -0.817
O4 1.13 0.11 -2.26  0.216
C16 1.57 1.25 -1.44  -0.522
N4 -0.57 -1.97 -3.33  -0.661
H34 -2.03 -0.21 -4.62  0.269
H35 -1.35 -1.32 -5.84  0.364
H36 -0.69 0.39 -5.75  0.306
H37 0.86 -1.26 -4.65  0.179
H38 -0.59 0.86 -3.17  0.178
H39 0.93 1.05 -4.05  0.446
H40 2.33 1.07 -0.65  0.092
H41 0.70 1.64 -0.88  -0.030
H42 1.91 1.96 -2.22  0.467
H43 -1.17 -1.57 -2.68  0.242
H44 0.15 -2.47 -2.84  0.303
C17 -2.78 1.45 -0.23  -0.574
O5 -2.78 0.04 -0.23  -0.535
H45 -1.94 1.95 -0.81  0.151
H46 -3.70 1.92 -0.55  0.407
H47 -2.66 1.75 0.81  0.215
H48 -2.25 -0.31 0.51  0.214
C18 0.22 -2.54 0.17  -0.815
O6 -0.13 -1.23 0.11  0.037
H49 0.77 -2.71 1.15  0.262
H50 -0.68 -3.27 0.16  0.188
H51 0.90 -2.80 -0.68  0.250
H52 0.00 -0.94 -0.82  -0.043

Output
HOMO-LUMO gap = 9.452 eV
Molar mass = 420.64 g/mol
Total charge = 0
SMILES string = COC[C@H](C)N.COC[C@H](C)N.COC[C@H](C)N.COC[C@H](C)N.CO.CO

Model x:
C18H52N4O6 | ωB97M-V/def2-TZVPD

Each line ends with the Mulliken charge.
Positions of all 80 atoms, in Å:
C1 -5.42 -25.80 49.80  -1.332
C2 -4.09 -25.08 50.11  0.366
C3 -4.22 -23.58 49.74  -0.605
O1 -4.29 -23.36 48.36  -0.326
C4 -4.18 -22.05 47.97  -0.716
N1 -3.85 -25.18 51.55  -0.684
H1 -5.60 -25.69 48.73  0.323
H2 -6.24 -25.28 50.30  0.319
H3 -5.54 -26.85 50.08  0.359
H4 -3.28 -25.50 49.52  0.285
H5 -3.37 -22.95 50.04  0.378
H6 -5.11 -23.14 50.20  0.298
H7 -4.14 -21.95 46.89  0.247
H8 -3.27 -21.60 48.37  0.317
H9 -5.06 -21.49 48.28  0.270
H10 -4.66 -24.91 52.09  0.243
H11 -3.11 -24.58 51.89  0.262
C5 -8.44 -27.13 57.52  -1.405
C6 -7.77 -25.97 58.28  0.180
C7 -8.50 -24.65 57.90  -0.549
O2 -8.36 -24.36 56.51  -0.258
C8 -8.97 -23.16 56.15  -0.739
N2 -7.82 -26.26 59.70  -0.664
H12 -8.38 -27.05 56.43  0.337
H13 -9.51 -27.14 57.71  0.342
H14 -8.06 -28.11 57.79  0.364
H15 -6.73 -25.94 57.98  0.360
H16 -8.05 -23.94 58.60  0.310
H17 -9.57 -24.74 58.09  0.307
H18 -8.39 -22.40 56.68  0.314
H19 -10.00 -23.05 56.48  0.298
H20 -8.83 -22.99 55.08  0.236
H21 -8.81 -26.40 59.80  0.296
H22 -7.46 -25.44 60.16  0.271
C9 -9.94 -19.87 47.56  -1.340
C10 -9.65 -18.97 46.37  0.414
C11 -9.44 -19.64 45.00  -0.714
O3 -9.02 -18.68 44.07  -0.313
C12 -8.76 -19.17 42.79  -0.745
N3 -10.81 -18.11 46.39  -0.788
H23 -9.04 -20.43 47.80  0.329
H24 -10.89 -20.39 47.46  0.310
H25 -10.16 -19.27 48.45  0.412
H26 -8.76 -18.34 46.44  0.335
H27 -10.36 -20.06 44.57  0.277
H28 -8.85 -20.56 45.02  0.433
H29 -9.47 -19.89 42.39  0.310
H30 -7.76 -19.58 42.81  0.287
H31 -8.74 -18.36 42.06  0.256
H32 -11.58 -18.71 46.13  0.254
H33 -10.78 -17.48 45.60  0.281
C13 1.96 -16.16 52.84  -1.406
C14 1.58 -17.14 53.92  0.689
C15 0.72 -16.43 55.04  -0.715
O4 1.44 -15.55 55.87  -0.339
C16 2.29 -16.11 56.81  -0.682
N4 0.94 -18.30 53.35  -0.733
H34 1.12 -15.51 52.62  0.291
H35 2.39 -16.66 51.97  0.433
H36 2.81 -15.54 53.12  0.316
H37 2.50 -17.51 54.35  0.076
H38 0.23 -17.24 55.59  0.378
H39 -0.12 -15.90 54.59  0.377
H40 2.91 -15.33 57.25  0.253
H41 3.00 -16.84 56.41  0.294
H42 1.74 -16.53 57.65  0.282
H43 -0.02 -18.04 53.16  0.224
H44 1.22 -18.47 52.39  0.266
C17 -4.98 -18.53 52.82  -0.538
O5 -4.09 -18.23 51.79  -0.505
H45 -4.96 -19.54 53.22  0.239
H46 -4.70 -17.90 53.67  0.248
H47 -5.98 -18.18 52.55  0.252
H48 -4.09 -17.29 51.59  0.300
C18 -5.83 -13.66 48.89  -0.521
O6 -4.69 -13.86 49.65  -0.486
H49 -5.57 -13.74 47.83  0.264
H50 -6.51 -14.50 48.97  0.201
H51 -6.42 -12.78 49.11  0.250
H52 -4.08 -13.12 49.58  0.295

Output
HOMO-LUMO gap = 9.541 eV
Molar mass = 420.64 g/mol
Total charge = 0
SMILES string = COC[C@H](C)N.COC[C@H](C)N.COC[C@H](C)N.COC[C@H](C)N.CO.CO

Top of the stability list: model w, leading by 0.0225 hartree.

Model w:
C7H13NOS2 | ωB97M-V/def2-TZVPD

Each line ends with the Mulliken charge.
Positions of all 24 atoms, in Å:
C1 -3.09 0.80 -1.65  -1.154
C2 -2.31 0.37 -0.38  -0.484
C3 -0.59 -1.26 1.17  -0.958
C4 0.90 -0.95 0.85  -0.259
C5 0.95 0.63 0.57  -0.546
C6 2.45 1.17 0.44  -0.713
C7 4.23 -0.33 -0.57  0.184
H1 -2.47 0.94 -2.63  0.264
H2 -3.48 1.81 -1.37  0.333
H3 -3.89 0.13 -1.80  0.351
H4 -1.68 1.22 0.11  0.334
H5 -3.06 0.21 0.43  0.419
H6 -1.08 -0.48 1.72  0.419
H7 -0.80 -2.24 1.47  0.430
H8 1.77 -1.32 1.66  0.302
H9 1.12 -1.69 -0.14  0.253
H10 0.43 1.19 1.34  0.442
H11 0.46 0.84 -0.39  0.268
H12 2.92 1.41 1.41  0.344
H13 2.52 2.20 -0.14  0.327
N1 3.27 0.21 -0.25  -0.022
O1 -2.62 -2.29 -0.39  -0.633
S1 -1.45 -1.33 -0.49  0.465
S2 5.50 -1.24 -0.95  -0.365

Output
HOMO-LUMO gap = 9.502 eV
Molar mass = 191.32 g/mol
Total charge = 0

Model x:
C7H13NOS2 | ωB97M-V/def2-TZVPD

Each line ends with the Mulliken charge.
Positions of all 24 atoms, in Å:
C1 -0.09 1.06 0.20  -0.220
C2 3.55 -0.52 0.68  -0.770
C3 3.05 0.58 1.55  -0.441
C4 2.12 -0.23 0.60  -0.285
C5 -1.91 1.81 -1.53  -1.392
C6 -2.74 0.32 0.40  -1.594
C7 -1.60 0.62 -0.61  0.600
N1 1.08 -0.42 -1.88  -0.720
O1 2.22 1.84 -1.15  -0.642
S1 0.05 1.82 1.60  -0.144
S2 1.47 0.64 -0.81  1.002
H1 4.44 -0.15 0.20  0.294
H2 3.67 -1.43 1.11  0.317
H3 2.77 0.28 2.56  0.271
H4 3.27 1.65 1.38  0.264
H5 1.34 -0.90 1.01  0.472
H6 -2.53 2.55 -1.11  0.387
H7 -2.59 1.49 -2.38  0.310
H8 -1.01 2.24 -1.81  0.452
H9 -3.63 0.24 -0.18  0.433
H10 -2.80 1.03 1.25  0.320
H11 -2.65 -0.62 0.89  0.416
H12 -1.52 -0.26 -1.15  0.411
H13 1.05 0.06 -2.84  0.260

Output
HOMO-LUMO gap = 7.716 eV
Molar mass = 191.32 g/mol
Total charge = 0
SMILES string = CC(C)C(=S)[S@@](=N)(=O)C1CC1

Top of the stability list: model w, leading by 0.0847 hartree.

Model w:
CHF2NO2 | ωB97M-V/def2-TZVPD

Each line ends with the Mulliken charge.
Positions of all 7 atoms, in Å:
C1 1.17 -0.47 0.14  0.085
N1 -1.45 0.49 -0.02  0.708
O1 -1.43 1.58 0.41  -0.393
O2 -2.20 -0.15 -0.67  -0.418
F1 1.59 0.73 -0.07  -0.177
F2 1.12 -1.25 -0.90  -0.184
H1 1.21 -0.92 1.11  0.379

Output
HOMO-LUMO gap (spin up / spin down) = 10.625 / 7.168 eV
Molar mass = 97.02 g/mol
Total charge = 0

Model x:
CHF2NO2 | ωB97M-V/def2-TZVPD

Each line ends with the Mulliken charge.
Positions of all 7 atoms, in Å:
C1 -0.55 0.22 0.25  0.176
N1 0.93 -0.23 -0.31  0.925
O1 1.51 -0.86 0.51  -0.510
O2 1.16 0.02 -1.43  -0.499
F1 -0.58 1.57 0.25  -0.187
F2 -0.85 -0.30 1.46  -0.175
H1 -1.63 -0.42 -0.73  0.271

Output
HOMO-LUMO gap = 10.956 eV
Molar mass = 97.02 g/mol
Total charge = 0

Top of the stability list: model x, leading by 0.0124 hartree.

Model w:
C6H6N2 | ωB97M-V/def2-TZVPD

Each line ends with the Mulliken charge.
Positions of all 14 atoms, in Å:
C1 1.04 -1.06 -0.04  0.043
C2 1.89 0.10 0.00  -0.308
C3 1.06 1.24 -0.12  -1.028
C4 -0.35 0.61 -0.17  0.453
C5 -2.23 -0.20 0.13  -0.311
C6 -0.24 -0.56 -0.08  -0.078
H1 1.29 -1.57 1.02  0.149
H2 1.47 -1.88 -0.81  0.274
H3 3.02 -0.25 0.12  0.285
H4 1.34 2.17 -0.10  0.570
H5 -2.03 1.94 0.32  0.318
H6 -3.21 -0.28 0.05  0.458
N1 -1.64 0.95 -0.13  -0.189
N2 -1.42 -1.22 -0.20  -0.636

Output
HOMO-LUMO gap = 9.073 eV
Molar mass = 106.13 g/mol
Total charge = 0

Model x:
C6H6N2 | ωB97M-V/def2-TZVPD

Each line ends with the Mulliken charge.
Positions of all 14 atoms, in Å:
C1 1.38 0.86 1.40  -0.739
C2 -0.48 0.18 0.02  0.847
C3 -1.82 -0.26 -0.13  -0.523
C4 -1.91 -1.16 -1.40  0.174
C5 0.45 0.11 -1.05  -0.411
C6 0.87 -0.31 -2.21  -0.369
H1 1.54 1.71 0.54  0.300
H2 1.63 1.20 2.53  0.292
H3 2.19 -0.17 1.42  0.233
H4 -0.69 0.38 1.95  0.301
H5 -2.40 -0.28 0.78  0.371
H6 1.43 -0.78 -3.06  0.349
N1 -0.14 0.81 1.26  -0.375
N2 -2.05 -2.29 -2.04  -0.452

Output
HOMO-LUMO gap = 8.273 eV
Molar mass = 106.13 g/mol
Total charge = 0
SMILES string = C#C/C(=C\C#N)NC

Top of the stability list: model w, leading by 0.0758 hartree.

Model w:
CH4N2P2 | ωB97M-V/def2-TZVPD

Each line ends with the Mulliken charge.
Positions of all 9 atoms, in Å:
C1 0.02 -0.07 0.11  0.320
N1 -1.11 0.27 0.92  -0.435
N2 1.02 0.71 -0.49  -0.515
P1 -1.71 -0.73 -0.34  0.006
P2 1.66 -0.82 0.00  0.006
H1 -1.17 -0.35 1.72  0.310
H2 1.15 0.99 -2.18  0.223
H3 -2.23 0.25 -1.09  0.033
H4 2.37 -0.26 1.34  0.053

Output
HOMO-LUMO gap (spin up / spin down) = 7.839 / 7.759 eV
Molar mass = 106.00 g/mol
Total charge = 0

Model x:
CH4N2P2 | ωB97M-V/def2-TZVPD

Each line ends with the Mulliken charge.
Positions of all 9 atoms, in Å:
C1 0.37 -0.79 -0.13  0.306
N1 0.98 -1.34 -0.93  -0.392
N2 2.14 0.30 1.54  -0.392
P1 -0.77 -0.19 1.03  -0.083
P2 0.70 0.38 2.35  0.040
H1 2.53 -0.04 0.70  0.267
H2 2.96 0.34 2.12  0.253
H3 -3.62 -0.05 0.83  -0.110
H4 -3.94 -0.80 0.90  0.112

Output
HOMO-LUMO gap = 8.075 eV
Molar mass = 106.00 g/mol
Total charge = 0

Top of the stability list: model x, leading by 0.1677 hartree.

Model w:
C2H3IN2O2 | ωB97M-V/def2-TZVPD

Each line ends with the Mulliken charge.
Positions of all 10 atoms, in Å:
C1 -1.59 -0.68 0.06  -0.189
C2 -0.21 -0.31 0.33  -0.352
N1 2.19 1.68 0.36  0.827
N2 2.86 1.47 1.21  -0.326
O1 1.38 1.97 -0.41  -0.494
O2 -0.71 -0.72 -1.09  -0.252
I1 1.13 -2.03 0.87  -0.086
H1 -2.07 -1.54 0.47  0.259
H2 -2.22 0.12 0.01  0.226
H3 -0.74 0.03 -1.81  0.386

Output
HOMO-LUMO gap = 8.003 eV
Molar mass = 213.96 g/mol
Total charge = 0

Model x:
C2H3IN2O2 | ωB97M-V/def2-TZVPD

Each line ends with the Mulliken charge.
Positions of all 10 atoms, in Å:
C1 -0.12 0.72 -0.45  -0.476
C2 0.83 -0.07 0.28  0.362
N1 -0.32 -2.14 -0.23  0.139
N2 0.40 -1.30 0.79  -0.061
O1 -0.80 -3.16 0.16  -0.393
O2 0.30 1.03 0.89  -0.394
I1 2.92 -0.07 0.00  0.046
H1 0.34 1.56 -1.04  0.217
H2 -1.05 0.45 -0.74  0.330
H3 0.54 -1.72 1.70  0.229

Output
HOMO-LUMO gap = 9.671 eV
Molar mass = 213.96 g/mol
Total charge = 0
SMILES string = O=NN[C@@]1(I)CO1

Top of the stability list: model x, leading by 0.0877 hartree.